The following is a quantum chemistry calculation of a molecular structure, C42H37F15GeIrN3OSTe in a non-equilibrium geometry, from the Open Molecules 2025 dataset.

Its HOMO energy (spin up / spin down) is -0.3757 / -0.3983 Eh. The value obtained for the energy is -6207.20904 Eh. The total charge is +1. Its spin multiplicity is 6. The frontier orbital gap (spin up / spin down) comes out at 8.16 / 5.41 eV.

The geometry in XYZ format:
```
102
Properties=species:S:1:pos:R:3:forces:R:3:mulliken_spin:R:1
Ir -1.18145 0.92750 0.90922 -0.535 -0.580 -0.256 2.234
N 0.54220 -0.03920 -0.37561 0.253 0.115 0.409 0.143
C 1.91116 -0.25986 0.18220 -0.263 0.118 0.020 -0.033
C 2.17944 0.60462 1.41950 -0.113 -0.203 0.013 0.064
C 2.02581 -0.16652 2.73580 -0.109 0.247 -0.047 -0.011
C 0.66708 -0.81967 2.94913 -0.061 0.063 -0.117 0.010
N -0.45634 0.15110 2.92998 0.084 -0.051 -0.112 0.128
H 0.17818 -0.88109 -0.80138 -0.017 -0.108 -0.090 -0.011
H 0.55989 0.67251 -1.09413 0.047 0.039 -0.142 -0.009
H 2.66604 -0.06466 -0.57773 -0.007 -0.015 -0.133 0.000
H 1.98556 -1.31605 0.44011 0.049 -0.034 -0.011 0.003
H 1.48205 1.44325 1.40819 0.047 0.123 -0.017 -0.002
H 3.18225 1.03344 1.37435 -0.005 -0.079 0.003 0.002
H 2.23344 0.51227 3.57116 0.003 -0.081 -0.032 -0.001
H 2.77638 -0.95957 2.78214 0.008 0.024 0.021 0.000
H 0.68718 -1.34935 3.89928 -0.042 -0.072 0.118 0.003
H 0.46617 -1.55746 2.17016 -0.026 -0.008 0.010 -0.002
H -0.23052 0.97126 3.48273 0.037 0.099 0.087 0.003
H -1.27993 -0.26637 3.35605 0.014 0.010 -0.035 -0.019
C -0.05079 5.10575 0.98456 -0.074 -0.191 -0.144 0.010
C -0.35179 3.63382 0.89158 -0.041 -0.281 0.016 0.094
O -0.48734 2.95240 1.93442 0.189 0.229 -0.079 0.202
N -0.54124 2.92520 -0.24890 0.002 0.419 0.161 0.599
Te -0.26236 3.68021 -2.16346 -0.195 -0.238 0.337 0.839
C 0.36210 4.55539 -4.16645 -0.087 0.171 -0.204 0.300
C -0.63172 4.91304 -5.07953 -0.018 -0.005 0.055 -0.041
C -2.12287 4.78483 -4.83459 0.286 -0.053 -0.002 0.070
C -0.18720 5.43094 -6.29721 -0.026 0.017 -0.059 0.019
C 1.16205 5.61329 -6.58201 -0.021 0.054 -0.101 0.002
C 1.60902 6.19549 -7.90223 -0.039 -0.085 0.130 0.003
C 2.09995 5.27492 -5.61004 0.091 0.010 -0.081 0.023
C 1.72810 4.75451 -4.37660 0.007 -0.071 0.219 -0.030
C 2.80347 4.42115 -3.36002 -0.183 -0.013 -0.218 0.061
C -1.35152 2.06864 -2.94198 -0.118 -0.106 -0.045 0.096
C -0.71227 1.16490 -3.81068 0.155 0.099 0.082 -0.043
C 0.75923 1.23965 -4.18830 -0.347 -0.005 -0.066 0.041
C -1.47594 0.13733 -4.35408 -0.035 -0.166 -0.026 -0.007
C -2.82799 -0.01322 -4.06108 0.019 0.004 -0.056 0.021
C -3.63168 -1.15232 -4.63903 0.200 0.153 -0.058 -0.002
C -3.42309 0.89711 -3.19303 -0.148 -0.030 -0.160 0.000
C -2.71871 1.94086 -2.61106 0.165 0.165 -0.026 -0.068
C -3.46315 2.82564 -1.63271 0.240 -0.166 -0.151 -0.013
H 0.28921 5.34525 1.98642 0.007 -0.030 0.055 -0.001
H -0.96196 5.67371 0.78380 0.019 -0.031 -0.031 -0.004
H 0.70709 5.40713 0.26236 0.012 0.019 -0.061 0.010
H -2.39597 5.09951 -3.82551 0.008 -0.020 0.031 -0.003
H -2.45961 3.75442 -4.97040 0.026 0.011 0.031 -0.004
H -2.67748 5.41303 -5.53136 0.071 -0.026 0.018 0.002
H -0.93270 5.71965 -7.03448 0.093 -0.024 0.061 0.005
H 0.75790 6.48382 -8.51807 0.028 -0.017 0.033 0.000
H 2.20477 5.47141 -8.46307 -0.037 0.026 0.039 0.000
H 2.23227 7.07783 -7.74511 -0.029 -0.035 0.006 0.000
H 3.15807 5.42919 -5.80964 -0.107 0.010 0.007 0.001
H 3.70969 4.99090 -3.56013 -0.041 -0.003 -0.039 0.003
H 3.06898 3.36096 -3.39783 -0.030 0.022 0.003 -0.008
H 2.49210 4.65129 -2.34276 -0.008 0.035 0.075 0.001
H 1.36152 1.74739 -3.43456 0.020 0.030 0.041 -0.001
H 0.89483 1.77304 -5.13468 -0.018 -0.004 0.111 -0.001
H 1.17128 0.23660 -4.31425 -0.079 0.042 0.009 0.003
H -0.99451 -0.57237 -5.02479 -0.058 0.093 0.083 0.000
H -3.23673 -1.47290 -5.60436 0.005 0.029 0.064 0.001
H -4.67757 -0.86920 -4.76715 0.360 0.016 -0.152 0.000
H -3.60089 -2.01323 -3.96410 0.019 0.056 -0.021 0.003
H -4.48251 0.79674 -2.95808 0.940 0.235 -0.330 -0.012
H -4.53556 2.78890 -1.82478 0.087 -0.004 -0.036 0.007
H -3.14978 3.86820 -1.66546 0.046 0.100 -0.060 0.013
H -3.28342 2.46888 -0.61470 0.059 0.058 -0.237 0.023
F -4.90345 -3.28060 -0.57812 0.016 0.113 0.064 0.000
C -5.46514 -2.46844 -1.48225 0.043 0.188 0.221 -0.010
C -5.56583 -1.10777 -1.23275 -0.016 -0.026 -0.010 0.009
C -6.10882 -0.32788 -2.23896 -0.285 -0.394 0.327 0.010
F -6.18439 1.00975 -2.12278 -0.422 0.086 0.361 0.000
C -6.56276 -0.86862 -3.41964 -0.351 0.058 0.131 0.000
F -7.05698 -0.09424 -4.37977 -0.021 0.113 -0.117 0.000
C -6.47434 -2.22799 -3.61473 -0.280 -0.209 -0.015 0.002
F -6.90243 -2.75681 -4.74639 -0.043 -0.089 -0.277 0.000
C -5.92325 -3.03857 -2.64556 -0.068 -0.250 -0.135 -0.004
F -5.82914 -4.34683 -2.85565 0.027 -0.025 0.007 0.000
Ge -4.75458 -0.40538 0.40048 -0.279 0.205 0.321 0.017
S -2.64837 -0.56594 -0.15745 0.555 0.296 0.291 0.224
C -5.59373 1.33326 0.86288 0.041 -0.065 -0.154 -0.010
C -6.97850 1.41274 0.75157 0.206 -0.234 -0.034 0.004
F -7.69070 0.33579 0.39059 0.164 -0.084 -0.050 0.000
C -7.68622 2.56432 1.00169 -0.363 -0.031 -0.033 0.000
F -9.00900 2.59826 0.87876 0.033 -0.029 -0.007 0.000
C -7.00545 3.69770 1.38251 -0.122 0.323 0.054 0.000
F -7.66622 4.81574 1.62178 -0.109 0.198 0.033 0.000
C -5.63794 3.66298 1.52760 0.045 0.262 0.087 0.005
F -4.97994 4.76095 1.89796 0.014 -0.005 0.044 0.000
C -4.96318 2.48816 1.29322 0.000 -0.233 0.029 0.004
F -3.64315 2.53484 1.52598 0.268 -0.227 0.007 0.027
C -5.32153 -1.45332 1.96689 0.070 -0.049 -0.093 0.014
C -6.41270 -2.30985 2.01498 0.126 0.095 -0.203 -0.004
F -7.14615 -2.56969 0.92853 0.072 0.126 -0.065 0.000
C -6.79894 -2.93432 3.18184 -0.295 -0.212 -0.055 -0.001
F -7.85075 -3.74640 3.20425 0.027 0.015 -0.040 0.000
C -6.08762 -2.71675 4.33896 -0.036 -0.129 0.301 0.000
F -6.44944 -3.32062 5.45781 -0.031 -0.064 0.145 0.000
C -5.00124 -1.86894 4.33529 0.124 0.045 0.147 0.000
F -4.31482 -1.65850 5.45489 0.058 0.043 0.072 0.000
C -4.65015 -1.24999 3.15924 0.092 0.111 -0.144 -0.007
F -3.60539 -0.38978 3.20763 -0.039 -0.026 -0.120 0.004
```
Forces are in eV/Å.